{"formula": "C27H10B2CoF17GeN6S", "method": "ωB97M-V/def2-TZVPD", "s_squared": 0.805, "multiplicity": 2, "charge": -1, "e_tot_ha": -6968.99226, "e_above_lowest_ev": 1.5418, "elements": ["Co", "C", "C", "N", "N", "C", "B", "N", "C", "C", "C", "N", "N", "C", "C", "C", "N", "H", "H", "H", "H", "H", "H", "H", "H", "H", "H", "F", "B", "F", "F", "C", "C", "C", "F", "C", "F", "C", "F", "C", "F", "Ge", "S", "C", "C", "F", "C", "F", "C", "F", "C", "F", "C", "F", "C", "C", "F", "C", "F", "C", "F", "C", "F", "C", "F"], "positions_angstrom": [[-0.151, 1.788, -0.523], [-3.978, 3.710, -0.978], [-3.234, 2.578, -0.643], [-1.950, 2.796, -0.891], [-1.834, 4.038, -1.371], [-3.042, 4.613, -1.437], [-0.479, 4.623, -1.785], [0.427, 4.634, -0.537], [0.982, 5.680, 0.085], [1.728, 5.211, 1.147], [1.567, 3.831, 1.099], [0.785, 3.504, 0.078], [0.147, 3.660, -2.792], [0.585, 3.879, -4.041], [1.077, 2.691, -4.539], [0.895, 1.779, -3.499], [0.338, 2.382, -2.461], [-5.037, 3.845, -0.905], [-3.567, 1.642, -0.243], [-3.166, 5.615, -1.790], [-0.597, 5.713, -2.229], [0.823, 6.683, -0.252], [2.305, 5.779, 1.848], [1.976, 3.073, 1.738], [0.532, 4.848, -4.499], [1.504, 2.510, -5.506], [1.138, 0.737, -3.465], [-1.391, 2.100, 2.111], [-0.567, 1.349, 1.383], [-0.047, 0.396, 2.186], [-0.366, -4.706, 1.832], [-1.467, -3.936, 1.927], [-1.392, -2.643, 1.412], [-2.545, -1.873, 1.470], [-2.515, -0.634, 0.955], [-3.716, -2.344, 2.029], [-4.815, -1.571, 2.068], [-3.761, -3.639, 2.556], [-4.899, -4.112, 3.099], [-2.617, -4.440, 2.498], [-2.663, -5.691, 2.987], [0.322, -2.040, 0.627], [0.379, -0.282, -0.748], [0.645, -3.361, -0.811], [1.790, -4.130, -0.998], [2.711, -4.163, -0.023], [2.005, -4.860, -2.153], [3.129, -5.579, -2.316], [1.044, -4.853, -3.168], [1.241, -5.558, -4.298], [-0.138, -4.127, -2.988], [-1.080, -4.132, -3.948], [-0.314, -3.415, -1.822], [-1.456, -2.723, -1.628], [1.746, -2.126, 1.995], [1.531, -2.275, 3.364], [0.296, -2.591, 3.792], [2.542, -2.115, 4.290], [2.314, -2.308, 5.603], [3.827, -1.766, 3.864], [4.817, -1.594, 4.759], [4.064, -1.576, 2.499], [5.298, -1.242, 2.084], [3.031, -1.746, 1.605], [3.241, -1.539, 0.293]]}